222
Properties=species:S:1:pos:R:3:lowdin_charge:R:1 method="wB97M-V/def2-TZVPD" e_tot_ev=-232156.8442 smiles="CN(C)P(=O)(N(C)C)N(C)C.CN(C)P(=O)(N(C)C)N(C)C.CN(C)P(=O)(N(C)C)N(C)C.CN(C)P(=O)(N(C)C)N(C)C.CN(C)P(=O)(N(C)C)N(C)C.CN(C)P(=O)(N(C)C)N(C)C.O=C1CCCO1.O=C1CCCO1.ClCCCl.ClCCCl.ClCCCl" lumo_energy_ev=0.221 e_above_lowest_kj_mol=110.4
Cl -8.691 -14.017 -0.785 0.625
C -9.511 -13.865 0.869 -0.507
C -9.723 -12.375 1.274 -0.542
Cl -10.874 -11.430 0.155 0.563
H -8.776 -14.363 1.502 0.050
H -10.453 -14.412 0.883 0.021
H -8.820 -11.818 1.526 0.062
H -10.169 -12.458 2.265 0.047
Cl -12.250 -16.020 -0.585 0.603
C -12.845 -14.390 -0.944 -0.636
C -14.055 -14.112 0.030 -0.621
Cl -13.404 -13.914 1.651 0.574
H -12.976 -14.394 -2.026 0.054
H -12.076 -13.622 -0.864 -0.002
H -14.795 -14.894 0.199 0.056
H -14.674 -13.231 -0.136 0.067
Cl -4.483 -11.688 -2.059 0.546
C -4.157 -11.152 -0.355 -0.573
C -5.493 -10.658 0.293 -0.622
Cl -6.330 -9.255 -0.538 0.510
H -3.423 -10.347 -0.342 0.070
H -3.671 -12.022 0.088 0.055
H -5.435 -10.480 1.367 0.037
H -6.238 -11.447 0.191 0.021
O -3.883 -11.061 2.997 -0.298
P -4.415 -11.880 4.113 0.560
N -4.803 -10.972 5.523 -0.303
C -5.419 -9.612 5.327 -0.079
C -3.962 -11.059 6.662 -0.153
N -3.296 -13.063 4.533 -0.303
C -3.651 -14.276 5.365 -0.082
C -1.873 -13.009 4.111 -0.096
N -5.757 -12.841 3.730 -0.291
C -6.824 -13.098 4.750 -0.085
C -5.870 -13.658 2.503 -0.089
H -5.189 -9.065 6.241 0.073
H -6.450 -9.491 4.997 0.068
H -4.839 -9.089 4.566 0.068
H -4.435 -10.602 7.531 0.084
H -2.955 -10.699 6.449 0.093
H -3.998 -12.058 7.095 0.072
H -3.698 -15.074 4.625 0.066
H -2.856 -14.603 6.036 0.076
H -4.636 -14.248 5.831 0.059
H -1.504 -13.718 3.370 0.078
H -1.693 -11.975 3.816 0.070
H -1.381 -13.156 5.072 0.070
H -6.884 -12.327 5.519 0.070
H -7.725 -13.270 4.161 0.069
H -6.645 -14.066 5.216 0.064
H -4.884 -13.946 2.138 0.074
H -6.438 -13.019 1.826 0.063
H -6.360 -14.614 2.686 0.054
O -7.672 -11.405 -5.244 -0.258
P -8.634 -12.473 -5.246 0.585
N -9.741 -12.379 -6.581 -0.316
C -9.765 -13.214 -7.808 -0.102
C -10.481 -11.145 -6.717 -0.125
N -9.713 -12.561 -3.925 -0.299
C -10.859 -13.481 -3.747 -0.105
C -9.860 -11.312 -3.203 -0.172
N -7.846 -14.037 -5.377 -0.280
C -8.561 -15.318 -5.049 -0.094
C -6.362 -14.125 -5.278 -0.102
H -9.227 -14.161 -7.786 0.065
H -9.390 -12.582 -8.613 0.073
H -10.813 -13.444 -8.001 0.073
H -10.446 -10.566 -5.794 0.062
H -11.538 -11.265 -6.955 0.078
H -10.046 -10.671 -7.597 0.083
H -10.719 -13.766 -2.704 0.028
H -11.752 -12.867 -3.860 0.078
H -10.899 -14.192 -4.572 0.074
H -9.494 -11.540 -2.202 0.013
H -9.342 -10.423 -3.562 0.051
H -10.886 -11.021 -2.974 0.072
H -9.010 -15.375 -4.057 0.062
H -9.282 -15.444 -5.856 0.061
H -7.768 -16.036 -5.260 0.075
H -5.943 -15.058 -5.654 0.076
H -6.004 -14.117 -4.248 0.056
H -5.932 -13.318 -5.870 0.077
O -8.882 -4.333 -3.551 -0.294
P -10.122 -5.078 -3.211 0.623
N -11.368 -4.774 -4.373 -0.299
C -11.092 -3.979 -5.556 -0.117
C -12.570 -5.470 -4.546 -0.197
N -10.864 -4.844 -1.688 -0.290
C -12.101 -5.360 -1.245 -0.136
C -9.971 -4.491 -0.491 -0.094
N -9.980 -6.815 -3.210 -0.283
C -9.278 -7.496 -2.070 -0.106
C -9.864 -7.536 -4.496 -0.098
H -10.056 -4.088 -5.875 0.072
H -11.098 -2.909 -5.350 0.078
H -11.775 -4.191 -6.380 0.081
H -13.399 -4.773 -4.423 0.089
H -12.852 -6.276 -3.868 0.075
H -12.599 -6.002 -5.497 0.076
H -11.959 -6.416 -1.474 0.065
H -12.238 -5.277 -0.167 0.069
H -12.980 -5.153 -1.856 0.072
H -10.235 -4.981 0.446 0.039
H -8.885 -4.516 -0.569 0.076
H -10.207 -3.465 -0.209 0.076
H -8.332 -7.929 -2.395 0.061
H -9.026 -6.791 -1.278 0.054
H -9.904 -8.193 -1.512 0.069
H -10.764 -7.322 -5.073 0.058
H -9.742 -8.610 -4.356 0.047
H -9.016 -7.226 -5.105 0.086
O -13.205 -4.249 2.215 -0.308
P -13.014 -4.787 3.614 0.550
N -13.717 -3.828 4.792 -0.293
C -13.537 -2.296 4.670 -0.065
C -14.004 -4.270 6.218 -0.111
N -11.439 -5.003 4.154 -0.295
C -10.308 -4.537 3.317 -0.096
C -11.099 -5.718 5.377 -0.103
N -13.784 -6.310 3.849 -0.297
C -13.420 -7.397 2.902 -0.105
C -15.210 -6.533 4.353 -0.081
H -12.519 -1.922 4.562 0.067
H -13.987 -1.828 5.545 0.072
H -13.967 -2.029 3.704 0.069
H -14.914 -3.724 6.463 0.080
H -13.131 -3.989 6.807 0.074
H -14.219 -5.332 6.335 0.056
H -9.374 -4.430 3.869 0.078
H -9.999 -5.250 2.553 0.059
H -10.609 -3.595 2.858 0.075
H -10.909 -6.777 5.205 0.056
H -10.279 -5.240 5.914 0.088
H -11.938 -5.611 6.065 0.048
H -12.400 -7.766 3.008 0.062
H -14.044 -8.267 3.107 0.062
H -13.758 -6.959 1.962 0.083
H -15.823 -7.052 3.615 0.073
H -15.631 -5.592 4.709 0.066
H -15.026 -7.285 5.120 0.070
O -10.614 -13.163 5.678 -0.302
P -11.295 -11.837 5.839 0.614
N -12.999 -11.966 6.236 -0.296
C -13.709 -13.208 5.873 -0.125
C -14.013 -10.843 6.404 -0.078
N -11.269 -10.721 4.534 -0.307
C -10.065 -9.970 4.229 -0.126
C -12.205 -10.641 3.396 -0.103
N -10.821 -10.921 7.176 -0.336
C -10.977 -9.452 7.240 -0.119
C -10.543 -11.541 8.418 -0.123
H -14.637 -13.340 6.431 0.076
H -13.074 -14.048 6.154 0.072
H -13.878 -13.112 4.801 0.057
H -14.728 -11.086 7.191 0.081
H -14.455 -10.557 5.450 0.060
H -13.371 -10.045 6.778 0.048
H -9.335 -10.102 5.027 0.073
H -9.693 -10.276 3.252 0.069
H -10.228 -8.893 4.250 0.063
H -13.204 -10.510 3.813 0.056
H -11.970 -9.979 2.563 0.064
H -12.063 -11.679 3.095 0.035
H -11.359 -8.936 6.360 0.060
H -11.551 -9.276 8.150 0.077
H -10.007 -9.056 7.541 0.080
H -9.610 -12.086 8.279 0.084
H -11.392 -12.163 8.703 0.086
H -10.344 -10.771 9.163 0.082
O -12.514 -21.973 3.104 -0.293
P -13.052 -21.162 2.001 0.608
N -14.734 -20.981 2.028 -0.291
C -15.421 -20.545 3.189 -0.151
C -15.643 -21.451 0.984 -0.111
N -12.731 -21.786 0.432 -0.313
C -12.606 -23.245 0.255 -0.105
C -12.669 -20.935 -0.795 -0.101
N -12.248 -19.574 2.011 -0.300
C -12.961 -18.313 1.966 -0.125
C -10.837 -19.475 1.942 -0.149
H -16.351 -21.044 3.460 0.092
H -15.489 -19.459 3.249 0.065
H -14.818 -20.722 4.079 0.081
H -16.657 -21.050 1.000 0.082
H -15.774 -22.531 0.928 0.078
H -15.374 -21.155 -0.030 0.064
H -11.619 -23.416 0.684 0.075
H -13.325 -23.755 0.897 0.070
H -12.703 -23.615 -0.765 0.080
H -11.633 -20.726 -1.064 0.072
H -13.271 -21.432 -1.556 0.074
H -13.111 -19.945 -0.688 0.065
H -12.450 -17.477 2.444 0.081
H -12.995 -17.932 0.945 -0.001
H -13.969 -18.537 2.313 0.053
H -10.297 -20.395 2.163 0.081
H -10.437 -18.627 2.499 0.082
H -10.526 -19.377 0.902 0.069
O -7.536 -16.520 2.842 0.074
C -6.969 -17.580 2.609 -0.490
O -7.698 -18.621 2.310 0.036
C -6.839 -19.665 1.807 -0.102
C -5.445 -19.019 1.588 -0.162
C -5.469 -17.885 2.533 -0.093
H -7.150 -20.039 0.832 0.131
H -6.920 -20.379 2.626 0.135
H -5.280 -18.732 0.550 0.106
H -4.679 -19.755 1.832 0.122
H -4.777 -17.053 2.400 0.123
H -5.143 -18.315 3.480 0.133
O -4.238 -17.349 -3.302 0.121
C -4.727 -16.759 -2.396 -0.519
O -5.852 -17.062 -1.838 0.036
C -6.264 -16.207 -0.800 -0.160
C -5.459 -14.936 -1.050 -0.207
C -4.238 -15.370 -1.815 -0.057
H -6.092 -16.769 0.118 0.102
H -7.321 -16.042 -1.011 0.064
H -5.201 -14.529 -0.072 0.091
H -6.024 -14.232 -1.660 0.063
H -3.354 -15.451 -1.182 0.124
H -4.205 -14.700 -2.674 0.093

14
Properties=species:S:1:pos:R:3:lowdin_charge:R:1 method="wB97M-V/def2-TZVPD" multiplicity=2 e_tot_ev=-14381.9826 lumo_energy_ev="-0.710 / -0.732" e_above_lowest_kj_mol=170.8
C 1.602 3.000 -0.009 -0.064
C 1.676 1.579 -0.447 -0.289
O 1.217 0.640 0.208 -0.001
H 1.068 3.584 -0.775 0.083
H 1.100 3.099 0.960 0.085
H 2.622 3.411 0.050 0.083
H 2.170 1.378 -1.420 0.119
O -1.258 -1.101 -1.258 -0.069
Ag -2.900 -2.808 -1.467 0.658
C -0.693 -1.159 -0.187 -0.367
O -0.837 -1.924 0.810 -0.115
C -1.924 -3.030 0.778 -0.137
H -2.515 -2.763 1.671 0.008
H -1.328 -3.907 1.086 0.008

7
Properties=species:S:1:pos:R:3:lowdin_charge:R:1 method="wB97M-V/def2-TZVPD" e_tot_ev=-24792.3336 lumo_energy_ev="-0.770 / -1.462" e_above_lowest_kj_mol=326.1
C -1.135 0.864 1.300 -0.245
C 0.939 -0.575 -0.950 -0.749
O -0.790 1.827 1.889 0.137
F -2.070 0.025 1.618 0.123
F -0.247 -1.136 -1.318 0.001
F 0.990 0.621 -1.557 0.033
Cl 2.312 -1.625 -0.981 0.702

11
Properties=species:S:1:pos:R:3:lowdin_charge:R:1 method="wB97M-V/def2-TZVPD" e_tot_ev=-7761.2919 lumo_energy_ev="-0.625 / -0.628" e_above_lowest_kj_mol=505.1
O 1.285 1.191 0.202 -0.065
C 0.811 0.019 0.049 -0.553
C 1.432 -1.206 0.141 0.027
C -0.896 -1.272 -1.338 0.037
N -1.432 -1.169 -0.202 0.139
C -0.561 -0.031 -0.605 -0.120
H 2.520 -1.268 0.041 0.057
H 0.866 -2.135 0.217 0.016
H -0.950 -1.900 -2.226 0.143
H -1.839 -1.700 0.564 0.175
H -1.091 0.897 -0.842 0.145

68
Properties=species:S:1:pos:R:3:lowdin_charge:R:1 method="wB97M-V/def2-TZVPD" e_tot_ev=-1101092.7423 total_charge=-1 lumo_energy_ev=1.199
C 0.339 3.389 2.489 -0.090
C 0.007 3.104 1.367 -0.157
P -0.425 2.543 -0.402 0.505
F 1.177 2.955 -0.772 -0.270
C -2.226 2.335 0.147 -0.236
O -3.163 2.602 -0.927 -0.137
C -4.001 1.549 -1.178 -0.289
O -4.902 1.333 -0.091 -0.106
C -5.777 0.263 -0.388 -0.205
C -5.135 -1.093 -0.137 -0.217
O -4.706 -1.629 -1.403 -0.151
O -0.667 1.941 -1.974 -0.237
C 0.030 0.720 -2.176 -0.372
C 1.239 1.054 -3.091 -0.020
C 0.386 0.052 -0.819 -0.824
I -0.918 -1.657 -0.323 0.926
O 1.746 -0.089 -0.588 -0.111
C 2.355 -1.334 -0.942 -0.258
C 2.695 -2.146 0.328 -0.243
C 2.258 -3.617 0.293 -0.170
O -0.023 0.958 0.136 -0.308
H 0.843 3.639 3.399 -0.143
H -0.759 3.882 -0.767 0.053
H -2.387 1.307 0.482 0.078
H -2.454 3.041 0.946 0.087
H -4.571 1.817 -2.078 0.138
H -3.422 0.631 -1.356 0.119
H -6.682 0.376 0.210 0.119
H -6.075 0.335 -1.442 0.121
H -4.265 -1.013 0.519 0.105
H -5.841 -1.810 0.300 0.111
H -4.453 -2.551 -1.272 -0.014
H -0.662 0.166 -2.814 0.116
H 1.371 2.131 -3.098 0.076
H 1.023 0.754 -4.118 0.069
H 2.178 0.603 -2.771 0.062
H 1.796 -1.900 -1.690 0.103
H 3.303 -1.057 -1.412 0.064
H 2.156 -1.666 1.144 0.109
H 3.765 -2.057 0.519 0.067
H 2.380 -4.094 -0.678 0.017
H 1.254 -3.731 0.689 0.023
H 2.907 -4.173 0.980 0.065
C -7.090 -4.270 -2.949 -1.632
Br -8.602 -4.517 -1.781 0.564
Br -5.453 -4.844 -2.120 0.632
Br -7.359 -5.123 -4.654 0.566
H -6.995 -3.208 -3.130 -0.027
C 6.134 -2.583 -2.486 -1.604
Br 6.237 -1.145 -1.215 0.634
Br 7.876 -3.315 -2.868 0.561
Br 4.896 -3.955 -1.925 0.670
H 5.753 -2.171 -3.409 -0.023
C 0.008 4.737 7.038 -1.615
Br -1.563 4.372 8.101 0.553
Br 1.627 4.340 8.010 0.524
Br -0.041 3.840 5.330 0.725
H 0.015 5.799 6.839 -0.045
C 4.697 -7.147 -4.267 -1.657
Br 5.174 -8.783 -3.368 0.562
Br 6.131 -6.505 -5.379 0.554
Br 3.055 -7.329 -5.256 0.570
H 4.531 -6.400 -3.504 -0.098
C 3.943 7.982 7.563 -1.642
Br 2.906 7.463 6.027 0.578
Br 4.806 9.685 7.295 0.559
Br 2.894 7.967 9.181 0.549
H 4.724 7.246 7.684 -0.029

104
Properties=species:S:1:pos:R:3:lowdin_charge:R:1 method="wB97M-V/def2-TZVPD" e_tot_ev=-102858.0040 total_charge=-1 lumo_energy_ev=2.053 e_above_lowest_kj_mol=35.8
Na -0.554 -1.047 -0.651 0.217
Cl -4.440 1.843 -6.213 0.574
C -3.611 0.737 -5.127 -0.699
C -2.564 -0.061 -5.611 -0.128
C -1.889 -0.898 -4.762 -0.022
C -2.199 -1.012 -3.356 -0.399
O -1.511 -1.726 -2.586 -0.067
C -3.308 -0.189 -2.914 -0.138
C -3.749 -0.191 -1.539 -0.110
N -3.345 -1.003 -0.645 0.129
C -3.932 -1.042 0.605 -0.220
C -5.287 -0.872 0.801 -0.033
C -5.862 -0.956 2.084 -0.099
C -5.086 -1.218 3.176 -0.064
C -3.694 -1.430 3.014 -0.167
C -2.841 -1.688 4.112 -0.027
C -1.516 -1.899 3.897 -0.040
C -1.033 -1.871 2.570 -0.110
N -1.776 -1.600 1.527 0.151
C -3.105 -1.365 1.732 -0.152
C -3.968 0.666 -3.805 -0.103
H -2.293 0.002 -6.658 0.096
H -1.077 -1.516 -5.134 0.104
H -4.488 0.589 -1.281 0.123
H -5.918 -0.690 -0.060 0.102
H -6.932 -0.821 2.198 0.095
H -5.517 -1.286 4.169 0.104
H -3.258 -1.702 5.113 0.113
H -0.822 -2.064 4.710 0.109
H 0.014 -2.078 2.391 0.087
H -4.778 1.290 -3.435 0.107
C -3.229 3.744 1.988 -0.078
O -2.812 3.907 0.626 -0.016
C -2.344 2.679 0.233 -0.288
N -2.438 1.715 1.040 0.212
C -3.115 2.221 2.241 -0.236
C -2.395 1.915 3.531 -0.190
C -1.029 1.673 3.547 -0.011
C -0.382 1.422 4.752 -0.067
C -1.091 1.432 5.946 -0.099
C -2.461 1.674 5.932 -0.104
C -3.110 1.903 4.727 -0.056
C -1.824 2.675 -1.159 -0.169
C -2.335 3.619 -2.048 0.007
C -1.892 3.607 -3.356 -0.039
C -0.939 2.679 -3.724 0.011
C -0.481 1.784 -2.763 -0.159
N -0.919 1.764 -1.503 0.239
C 0.501 0.750 -3.162 -0.300
N 0.822 -0.266 -2.492 0.180
C 1.642 -1.119 -3.356 -0.230
C 1.871 -0.242 -4.614 -0.071
O 1.016 0.897 -4.419 -0.015
C 2.943 -1.584 -2.753 -0.191
C 3.683 -0.750 -1.926 -0.024
C 4.899 -1.173 -1.408 -0.060
C 5.398 -2.428 -1.734 -0.092
C 4.669 -3.263 -2.571 -0.093
C 3.444 -2.842 -3.071 -0.044
H -4.245 4.123 2.088 0.122
H -2.562 4.313 2.635 0.128
H -4.109 1.764 2.283 0.140
H -0.469 1.628 2.617 0.078
H 0.677 1.194 4.738 0.094
H -0.586 1.236 6.884 0.093
H -3.027 1.662 6.857 0.092
H -4.186 2.054 4.708 0.110
H -3.072 4.331 -1.708 0.115
H -2.295 4.299 -4.085 0.112
H -0.559 2.619 -4.733 0.120
H 1.027 -1.993 -3.592 0.141
H 1.591 -0.739 -5.542 0.121
H 2.902 0.104 -4.682 0.124
H 3.279 0.218 -1.650 0.106
H 5.445 -0.527 -0.730 0.084
H 6.342 -2.760 -1.319 0.095
H 5.042 -4.252 -2.814 0.096
H 2.855 -3.504 -3.699 0.113
N 7.602 1.648 0.917 0.086
C 6.253 1.300 1.053 -0.348
C 5.270 1.988 0.342 -0.045
C 3.933 1.665 0.510 -0.077
C 3.562 0.648 1.377 -0.279
C 4.531 -0.030 2.102 -0.064
C 5.868 0.292 1.940 -0.044
S 1.827 0.308 1.601 0.593
O 1.690 -0.179 2.959 -0.324
O 1.185 1.564 1.283 -0.336
N 1.343 -0.735 0.495 -0.108
C 1.736 -2.030 0.511 -0.474
N 1.060 -2.844 -0.349 0.131
C 1.374 -4.126 -0.354 -0.138
C 2.353 -4.675 0.459 -0.080
C 3.008 -3.772 1.280 -0.149
N 2.727 -2.481 1.322 0.134
H 7.837 2.102 0.050 0.078
H 8.254 0.921 1.158 0.077
H 5.560 2.783 -0.337 0.109
H 3.159 2.209 -0.019 0.114
H 4.219 -0.812 2.782 0.103
H 6.630 -0.234 2.506 0.106
H 0.814 -4.745 -1.052 0.112
H 2.592 -5.728 0.447 0.085
H 3.810 -4.101 1.938 0.102

35
Properties=species:S:1:pos:R:3:lowdin_charge:R:1 method="wB97M-V/def2-TZVPD" multiplicity=2 e_tot_ev=-141537.1191 lumo_energy_ev="-1.891 / -2.032" e_above_lowest_kj_mol=0.0
Au 0.113 -0.712 -0.568 0.904
C 3.235 -3.476 0.767 -0.044
C 1.867 -2.812 0.920 -0.682
C 0.717 -3.803 0.775 -0.067
C 1.785 -2.145 2.347 -0.034
C 1.708 -1.599 0.132 -0.104
H 3.335 -4.290 1.486 0.090
H 4.040 -2.762 0.944 0.090
H 3.354 -3.895 -0.233 0.090
H 0.848 -4.633 1.471 0.088
H 0.682 -4.208 -0.237 0.085
H -0.238 -3.320 0.986 0.074
H 1.818 -2.992 3.037 0.106
H 0.854 -1.603 2.502 0.067
H 2.629 -1.495 2.549 0.036
H 2.655 -1.082 -0.059 0.063
Cl 0.758 3.457 2.475 0.159
Ge 1.283 1.629 1.422 -0.122
Cl 2.007 2.546 -0.529 0.030
Cl 3.100 1.201 2.608 0.092
F -3.011 0.097 3.106 -0.360
Te -2.051 1.330 2.099 1.746
F -1.502 2.472 0.706 -0.418
F -2.734 0.283 0.700 -0.390
F -3.569 2.381 2.018 -0.344
F -1.739 2.181 3.714 -0.379
O -0.382 0.559 2.078 -0.743
S -3.292 0.898 -3.171 1.071
C -2.103 2.091 -2.886 -0.360
C -1.111 1.588 -2.118 -0.249
N -1.297 0.267 -1.763 -0.218
C -2.409 -0.213 -2.260 -0.479
H -2.192 3.088 -3.279 0.080
H -0.238 2.117 -1.769 0.036
H -2.748 -1.221 -2.083 0.087